Below is C38H97CdN6O14 as an isolated structure, with properties calculated with the ωB97M-V functional and the def2-TZVPD basis.

Summary:
total charge: +2
molar mass: 974.6 g mol⁻¹
calculated total energy: -3054.52287 hartree
HOMO energy (spin up / spin down): -0.418 / -0.418 Ha
2S+1: 2

```
156
Properties=species:S:1:pos:R:3:forces:R:3:mulliken_spin:R:1
Cd 3.4672 9.0159 19.9320 -0.96 0.74 0.66 0.000
C 4.0451 7.7938 23.6668 0.09 -0.12 1.83 0.001
C 3.5588 9.1520 23.2832 0.13 0.08 -0.63 0.000
O 3.9011 9.3932 21.9848 0.77 1.06 -3.02 0.000
H 5.0913 7.4980 23.5893 0.22 0.40 -1.49 0.000
H 3.3369 7.0844 23.2385 0.38 -0.55 0.45 0.000
H 4.1090 7.8646 24.7526 -1.28 -0.74 0.59 -0.001
H 3.9560 9.9360 23.9279 0.17 0.19 0.24 0.000
H 2.4763 9.1645 23.4104 -0.32 0.03 0.34 0.000
O 4.8572 7.3744 19.9259 1.37 -0.31 -0.38 0.000
H 4.8989 6.5213 20.3580 -0.25 -0.44 0.22 0.000
H 5.5878 7.8680 20.2982 0.72 -0.05 0.38 0.000
C 2.4875 8.6696 13.9413 1.33 -0.73 -0.95 0.000
O 2.7407 9.0377 15.2760 0.53 0.26 1.64 0.000
C 4.1042 8.9037 15.8053 -1.02 0.04 -1.14 0.000
C 4.1413 7.6438 16.7055 1.97 2.20 -1.43 0.000
N 3.1081 7.8176 17.7197 0.63 -1.14 0.35 0.000
C 2.7473 6.4686 18.2601 -0.29 -0.07 0.15 0.000
C 1.7161 6.5098 19.3639 0.59 0.02 -1.64 0.000
O 2.0827 7.3978 20.4286 -1.40 -1.85 -0.18 0.000
C 1.0632 7.1516 21.3871 -0.37 0.45 1.62 0.000
H 3.1586 7.8763 13.6120 0.19 -0.50 0.26 0.000
H 2.7686 9.4529 13.2372 -0.65 0.48 0.12 0.000
H 1.4910 8.2541 13.7917 -0.11 0.61 0.31 0.000
H 4.4044 9.8104 16.3305 -0.51 0.17 0.27 0.000
H 4.7873 8.8681 14.9567 0.17 -0.52 0.06 0.000
H 5.1648 7.6629 17.0798 -0.03 -1.04 0.16 0.000
H 3.8629 6.8924 15.9666 0.40 -0.86 0.59 0.000
H 2.5228 8.0856 16.9414 -2.56 0.59 0.79 0.000
H 3.5983 5.8769 18.5974 0.44 0.66 0.08 0.000
H 2.3482 5.7697 17.5250 -0.30 0.40 -0.56 0.000
H 1.6390 5.4674 19.6730 -0.19 0.11 0.55 0.000
H 0.7632 6.8370 18.9480 -0.19 0.04 0.13 0.000
H 1.0756 6.1213 21.7426 0.31 -0.15 -0.20 0.000
H 0.0646 7.3099 20.9798 0.07 0.32 -0.13 0.000
H 1.2243 7.7754 22.2663 -0.02 0.23 -0.23 0.000
C 4.1772 14.6427 22.9731 -0.43 -0.25 0.54 0.000
O 5.4449 14.0705 23.2889 -0.61 -0.29 -1.59 0.000
C 5.9857 13.4180 22.1368 1.23 -1.49 0.59 0.000
C 7.2203 12.5078 22.5568 -0.23 1.33 -1.44 0.000
N 7.0480 11.2413 23.2654 0.00 2.01 0.17 0.000
C 6.5044 11.5701 24.5796 -0.65 -2.49 1.03 0.000
C 7.5175 12.0287 25.6141 0.92 0.73 -0.11 0.001
O 7.6552 11.2783 26.8470 -1.35 1.48 -1.18 0.001
C 8.2291 10.0421 26.6312 0.19 0.22 -0.68 -0.004
H 4.1566 15.3372 22.1332 0.58 0.38 0.13 0.000
H 3.7905 15.0868 23.8904 0.20 0.35 -0.14 0.000
H 3.4308 13.8984 22.6954 0.16 -0.53 -0.06 0.000
H 6.2659 14.1163 21.3480 0.50 0.51 0.29 0.000
H 5.3419 12.7454 21.5702 -1.12 -0.18 0.55 0.000
H 7.8402 13.2009 23.1255 0.28 -0.37 0.36 0.000
H 7.7719 12.3255 21.6345 0.05 -0.04 -0.15 0.000
H 6.3511 10.6455 22.8417 -0.10 0.08 -0.59 0.000
H 6.2279 10.5533 24.8583 -0.60 -0.07 0.91 0.000
H 5.5874 12.1586 24.5517 0.19 0.22 0.05 0.000
H 7.3599 13.0786 25.8611 -0.13 -0.16 0.43 0.000
H 8.4825 12.0022 25.1079 0.36 -0.04 -0.03 0.000
H 8.0104 9.5448 27.5762 0.70 -0.75 -0.28 0.004
H 9.2579 10.1574 26.2901 0.76 -0.10 1.00 0.000
H 7.8707 9.5566 25.7235 -0.99 -0.57 0.16 0.000
C 3.3840 4.1390 21.3632 -0.29 -0.41 -0.33 0.000
O 3.5083 3.6200 20.0324 0.83 0.48 0.50 0.000
C 4.6987 2.7721 19.8348 -1.66 -0.35 0.24 0.000
C 4.7852 2.3279 18.3591 -1.05 0.44 1.19 0.000
N 5.5996 3.1707 17.5454 2.68 -1.24 -1.03 0.000
C 7.0868 2.8920 17.6459 -0.92 2.93 -0.68 0.000
C 7.8234 4.1119 16.9528 -1.07 -0.25 0.16 0.000
O 7.3360 5.3282 17.5190 -0.55 -0.27 1.53 0.000
C 7.9999 6.5284 17.2098 0.11 -0.62 0.04 0.000
H 3.6737 5.1875 21.4312 0.60 0.16 0.01 0.000
H 3.8803 3.5256 22.1153 0.44 0.06 -0.13 0.000
H 2.3514 4.1627 21.7115 -0.36 -0.32 -0.51 0.000
H 4.5203 1.9278 20.5007 0.08 -0.34 -0.07 0.000
H 5.6298 3.2159 20.1872 0.01 0.57 -0.18 0.000
H 3.8076 2.2914 17.8784 -0.45 0.21 0.51 0.000
H 5.0173 1.2649 18.4257 0.95 0.10 -0.64 0.000
H 5.4817 4.1657 17.6729 -0.29 -0.09 0.28 0.000
H 7.4131 1.9620 17.1804 -0.34 0.01 0.07 0.000
H 7.3993 2.9702 18.6872 0.21 -0.48 0.26 0.000
H 7.5300 4.2575 15.9132 0.54 -0.98 -0.44 0.000
H 8.8926 3.9902 17.1263 0.16 0.16 -0.29 0.000
H 9.0754 6.3948 17.3268 0.17 0.20 -0.16 0.000
H 7.6641 7.2689 17.9358 -0.02 0.07 -0.07 0.000
H 7.7519 6.8529 16.1992 0.16 0.15 -0.19 0.000
C -1.1790 15.9358 30.3494 0.53 -0.52 -0.06 0.000
O 0.2097 16.1679 30.6040 -0.51 0.22 -0.61 0.000
C 1.0482 15.0369 30.3230 -1.10 1.48 2.49 0.000
C 1.1654 14.5601 28.9339 1.10 0.62 -0.30 0.000
N -0.0559 14.2113 28.2528 -0.15 -0.66 -1.19 0.000
C -0.1805 14.8088 26.9012 -0.22 0.56 0.41 0.000
C 0.8763 14.4257 25.8900 0.23 -0.69 -0.46 0.000
O 0.6597 13.0765 25.4132 -0.74 0.10 1.17 0.000
C 1.7587 12.4271 24.8824 1.45 1.19 -0.57 0.000
H -1.3452 14.8660 30.4763 -0.41 -0.05 -0.12 0.000
H -1.4056 16.2120 29.3197 -0.29 -0.02 0.06 0.000
H -1.8295 16.4617 31.0481 0.39 0.31 0.05 0.000
H 0.6948 14.2694 31.0116 0.17 -0.53 -0.01 0.000
H 1.9739 15.4670 30.7054 0.53 -0.75 -0.24 0.000
H 1.8030 13.6784 28.9979 0.48 -0.01 -0.08 0.000
H 1.7448 15.3395 28.4390 -0.05 0.02 -0.59 0.000
H 0.0555 13.2109 28.1703 -0.87 -0.21 -0.43 0.000
H -0.1231 15.8822 27.0817 0.29 0.20 -0.15 0.000
H -1.1737 14.7125 26.4627 -0.12 -0.60 0.27 0.000
H 1.8378 14.5670 26.3837 0.45 -0.53 -0.01 0.000
H 0.9160 15.0545 25.0006 -0.34 0.40 0.01 0.000
H 2.1941 12.9989 24.0630 -0.54 -0.05 -0.94 0.000
H 1.5655 11.4065 24.5519 -0.29 0.14 0.29 0.000
H 2.6535 12.5100 25.4993 -0.01 -0.69 1.04 0.000
C 10.0902 4.3305 31.8553 1.19 1.19 -2.22 -0.001
O 8.8743 4.4084 31.0892 -1.34 1.44 -0.61 0.037
C 8.8356 5.1821 29.8482 0.83 -3.40 -0.62 0.073
C 7.5040 5.9009 29.6467 -0.15 3.23 3.05 0.004
N 7.2509 6.8134 28.5219 -0.75 -4.51 -0.52 0.798
C 6.8131 6.0260 27.3243 0.12 1.94 -0.78 -0.011
C 5.9510 6.9067 26.4332 -1.54 0.20 -0.58 0.003
O 4.9032 7.5068 27.1018 -1.46 1.57 2.64 0.002
C 3.7795 6.7435 27.5895 0.74 -0.50 -0.62 0.003
H 10.8518 4.0088 31.1450 0.22 -0.91 0.20 0.002
H 10.0523 3.6777 32.7274 -0.59 0.29 -0.28 0.000
H 10.4833 5.3343 32.0164 -0.45 0.22 1.00 0.003
H 8.7361 4.3873 29.1089 0.64 -0.21 -0.41 0.009
H 9.7260 5.7417 29.5614 -0.05 0.40 0.65 -0.001
H 7.4985 6.5360 30.5326 -0.33 0.40 0.11 0.004
H 6.6616 5.2376 29.8431 -0.02 -0.38 -0.77 0.033
H 6.7255 7.6629 28.6722 0.15 0.85 0.17 -0.022
H 6.2570 5.1480 27.6530 0.33 -0.08 0.16 0.018
H 7.6701 5.7667 26.7027 0.39 -0.45 0.40 0.039
H 5.4139 6.3997 25.6317 1.07 -0.94 -0.47 0.006
H 6.4159 7.8004 26.0170 0.90 -0.47 -0.15 0.001
H 3.1534 6.4703 26.7401 -0.13 -0.08 0.00 0.000
H 3.1889 7.3026 28.3152 0.32 0.27 -0.29 0.000
H 4.1243 5.8359 28.0849 -0.03 -0.21 0.06 -0.001
C 0.5803 8.2650 25.5567 -1.12 0.23 0.83 0.000
O -0.1272 8.4400 26.7798 0.24 0.04 0.70 0.000
C 0.4629 8.9623 28.0065 -1.56 -0.96 0.14 0.000
C 1.2341 10.2667 27.9207 -0.22 0.07 0.51 0.000
N 1.8904 10.6117 29.2207 0.55 -1.61 -1.54 0.000
C 3.2763 10.2125 29.0820 2.14 0.33 0.08 0.000
C 4.1396 11.2258 28.2008 -1.04 -0.86 2.56 0.000
O 4.2671 12.3369 29.1335 0.49 -0.25 -1.77 0.000
C 4.8660 13.4891 28.5273 -0.72 0.00 0.29 0.000
H 1.2978 7.4515 25.4486 0.95 0.16 0.93 0.000
H 0.9401 9.2599 25.2944 0.28 -0.36 -0.87 0.000
H -0.1958 7.8295 24.9273 -0.25 0.86 -0.54 0.000
H 0.8922 8.1046 28.5243 1.31 0.17 -0.12 0.000
H -0.3919 9.0781 28.6728 -0.36 0.44 -0.30 0.000
H 0.5820 11.0983 27.6536 -0.22 -0.25 -0.33 0.000
H 1.9301 10.0800 27.1028 0.53 0.66 -0.08 0.000
H 1.9637 11.6036 29.3963 -0.55 0.24 -0.17 0.000
H 3.5098 9.1882 28.7915 -1.03 -0.12 -0.89 0.000
H 3.7538 10.1214 30.0576 0.06 0.90 0.37 0.000
H 3.6089 11.4513 27.2758 -0.12 0.50 0.02 0.000
H 5.0931 10.7740 27.9274 0.36 0.22 0.14 0.000
H 4.2221 13.8850 27.7419 -0.16 -0.06 -0.30 0.000
H 5.8455 13.2911 28.0919 0.16 -0.13 0.23 0.000
H 4.8944 14.2644 29.2929 0.33 -0.14 0.03 0.000
```
Forces are in eV/Å.